Record 1
Below is one molecule with the formula C4H12N2O2 in a non-equilibrium geometry, with properties calculated with wB97M-V/def2-TZVPD.

Properties
HOMO energy ... -0.319 Eh
HOMO-LUMO gap ... 0.354 hartree

Last column: natural (NBO) charge in e.
Positions of all 20 atoms, in Å:
C1 -2.858 -0.174 0.239  -0.3970
N1 -1.549 -0.030 -0.250  -0.6304
C2 -0.638 -1.072 0.022  -0.2149
C3 0.854 -0.780 -0.338  0.0642
O1 1.582 -2.010 -0.147  -0.7173
C4 1.489 0.286 0.568  -0.0868
O2 0.761 1.586 0.664  -0.4194
N2 0.607 2.096 -0.706  -0.5284
H1 -3.359 0.804 0.326  0.1961
H2 -3.493 -0.856 -0.266  0.1662
H3 -2.668 -0.529 1.291  0.1901
H4 -1.522 0.178 -1.187  0.3401
H5 -0.749 -1.152 1.131  0.1845
H6 -0.955 -1.976 -0.473  0.1707
H7 0.847 -0.594 -1.411  0.1687
H8 2.537 -1.818 -0.244  0.4683
H9 1.468 -0.049 1.627  0.2010
H10 2.496 0.410 0.199  0.1706
H11 0.512 3.067 -0.467  0.3397
H12 -0.352 1.894 -0.916  0.3341


Record 2
Below is a 2-piece molecular cluster, C4H12N2O2 overall in a non-equilibrium geometry, with properties calculated with wB97M-V/def2-TZVPD.

Properties
HOMO energy ... -0.346 Eh
HOMO-LUMO gap ... 0.373 hartree

Last column: natural (NBO) charge in e.
Positions of all 20 atoms, in Å:
C1 0.217 -1.059 -2.032  -0.4205
N1 0.306 0.121 -1.205  -0.4405
C2 -0.657 1.149 -1.493  -0.4174
C3 0.956 -0.026 -0.016  0.6715
O1 1.557 -1.040 0.283  -0.6228
C4 0.912 1.103 1.008  -0.3163
N2 -0.052 0.678 2.036  -0.8567
H1 -0.491 -1.796 -1.642  0.2054
H2 1.163 -1.575 -2.094  0.2301
H3 -0.046 -0.842 -3.070  0.2020
H4 -0.839 1.834 -0.670  0.2098
H5 -0.326 1.851 -2.257  0.1979
H6 -1.637 0.759 -1.773  0.2082
H7 0.725 2.108 0.649  0.1999
H8 1.912 1.086 1.429  0.2071
H9 0.353 0.099 2.755  0.3770
H10 -0.476 1.493 2.457  0.3669
O2 -2.337 -1.006 1.098  -0.9433
H11 -1.940 -1.114 1.963  0.4715
H12 -1.672 -0.492 0.618  0.4703


Record 3
Below is a 2-piece molecular cluster, C4H12N2O2S overall in a non-equilibrium geometry, with properties calculated with wB97M-V/def2-TZVPD.

Properties
HOMO energy (spin up / spin down) ... -0.172 / -0.374 Eh
Spin multiplicity ... 3
HOMO-LUMO gap (spin up / spin down) ... 0.187 / 0.258 hartree

Last column: Mulliken spin population.
Positions of all 21 atoms, in Å:
C1 2.616 0.459 0.786  -0.0056
C2 -0.699 -1.921 0.006  -0.0003
C3 -2.785 0.334 0.299  0.0552
C4 1.860 0.122 -0.463  0.7408
N1 1.554 1.080 -1.225  0.3106
N2 -0.329 -0.663 0.562  0.7486
O1 -0.979 0.586 -1.582  0.0363
O2 -0.648 1.746 0.482  0.0125
S1 -1.069 0.496 -0.097  0.0125
H1 3.468 1.025 0.470  0.0229
H2 3.025 -0.315 1.423  0.0091
H3 2.013 1.085 1.454  0.0165
H4 -0.790 -1.988 -1.116  0.0130
H5 -0.193 -2.710 0.496  0.0113
H6 -1.689 -2.186 0.447  0.0619
H7 -3.499 0.667 -0.432  0.0054
H8 -3.119 -0.635 0.567  -0.0016
H9 -2.767 0.973 1.196  -0.0020
H10 1.716 -0.959 -0.757  -0.0075
H11 1.495 1.891 -0.627  0.0021
H12 0.818 0.912 -1.888  -0.0416


Record 4
Below is a 2-piece molecular cluster, C4H12N2O3 overall in a non-equilibrium geometry, with properties calculated with wB97M-V/def2-TZVPD.

Properties
HOMO energy ... -0.328 Eh
HOMO-LUMO gap ... 0.351 hartree

Last column: natural (NBO) charge in e.
Positions of all 21 atoms, in Å:
C1 2.344 0.454 0.748  -0.6211
C2 1.048 -0.328 0.712  -0.2292
N1 -0.043 0.458 0.010  -0.5725
C3 -1.400 -0.019 0.269  0.7605
N2 -1.498 -1.395 -0.087  -0.8910
O1 -2.303 0.766 -0.455  -0.7257
O2 -1.710 0.143 1.635  -0.7506
H1 2.176 1.456 1.172  0.1986
H2 3.055 -0.061 1.392  0.2242
H3 2.776 0.533 -0.238  0.2186
H4 0.695 -0.549 1.726  0.1963
H5 1.181 -1.274 0.179  0.2355
H6 0.013 1.447 0.242  0.3879
H7 -0.891 -1.611 -0.873  0.4160
H8 -2.454 -1.605 -0.345  0.3819
H9 -2.583 1.503 0.100  0.4859
H10 -1.826 -0.731 2.021  0.4963
C4 0.332 0.215 -1.952  0.2604
O3 0.651 -0.970 -2.016  -0.7038
H11 1.098 1.009 -1.975  0.1022
H12 -0.662 0.559 -2.267  0.1295


Record 5
Below is an isolated ion of composition C4H12N2P and charge +1 in a non-equilibrium geometry, with properties calculated with wB97M-V/def2-TZVPD.

Properties
HOMO energy ... -0.558 Eh
Charge ... +1
HOMO-LUMO gap ... 0.360 hartree

Last column: natural (NBO) charge in e.
Positions of all 19 atoms, in Å:
C1 -2.224 -0.370 0.942  -0.6076
C2 -1.462 0.912 1.100  -0.3828
C3 -0.379 1.262 0.026  -0.3027
N1 0.967 0.719 0.144  0.0362
N2 1.233 -0.313 -0.502  -0.2334
C4 2.673 -0.756 -0.224  -0.4063
P1 0.377 -0.867 -1.922  0.5890
H1 -1.478 -1.301 0.912  0.1889
H2 -2.754 -0.582 1.857  0.2476
H3 -2.883 -0.355 0.156  0.2162
H4 -0.938 0.870 2.056  0.2272
H5 -2.080 1.799 1.110  0.2407
H6 -0.725 1.060 -0.964  0.1991
H7 -0.068 2.214 0.312  0.2554
H8 3.107 0.124 0.333  0.2605
H9 3.155 -0.962 -1.166  0.2334
H10 2.515 -1.590 0.404  0.2371
H11 -0.669 -1.273 -1.196  -0.0070
H12 1.125 -2.077 -1.804  0.0084


Record 6
Below is one molecule with the formula C4H12N2S in a non-equilibrium geometry, with properties calculated with wB97M-V/def2-TZVPD.

Properties
HOMO energy ... -0.303 Eh
HOMO-LUMO gap ... 0.334 hartree

Last column: natural (NBO) charge in e.
Positions of all 19 atoms, in Å:
C1 -0.970 0.597 -2.979  -0.4093
N1 -0.837 -0.699 -2.359  -0.6362
C2 -1.005 -0.785 -0.941  -0.2032
C3 0.200 -0.296 -0.042  -0.0852
N2 0.939 0.825 -0.607  -0.8423
C4 -0.342 -0.051 1.354  -0.5208
S1 0.983 0.057 2.614  -0.0642
H1 -0.018 1.108 -3.112  0.1893
H2 -1.641 1.229 -2.384  0.1825
H3 -1.462 0.520 -3.947  0.1873
H4 -0.044 -1.210 -2.730  0.3635
H5 -1.905 -0.225 -0.698  0.1804
H6 -1.116 -1.842 -0.683  0.1953
H7 0.879 -1.152 -0.048  0.1834
H8 1.807 0.936 -0.095  0.3713
H9 0.424 1.694 -0.563  0.3503
H10 -0.906 0.878 1.347  0.2147
H11 -0.994 -0.853 1.701  0.2183
H12 0.640 1.256 3.092  0.1250


Record 7
Below is C4H12N2S as an isolated structure in a non-equilibrium geometry, with properties calculated with wB97M-V/def2-TZVPD.

Properties
HOMO energy ... -0.314 Eh
HOMO-LUMO gap ... 0.223 hartree

Last column: natural (NBO) charge in e.
Positions of all 19 atoms, in Å:
C1 2.827 0.755 -3.007  0.0459
C2 4.211 1.462 -2.977  -0.7334
N1 2.586 0.113 -4.057  -0.4874
H1 2.343 0.805 -1.760  0.2050
H2 3.688 2.524 -3.244  0.2698
H3 5.858 0.976 -2.844  0.1979
H4 5.089 1.673 -3.744  0.2410
H5 -1.004 1.951 1.928  0.0117
H6 1.113 0.639 -4.282  0.2612
C3 -3.038 -0.672 2.549  -0.2457
C4 -1.581 -1.224 2.487  -0.6163
S1 -0.429 -0.442 1.342  0.0774
N2 -4.324 -1.365 2.180  -0.8209
H7 -3.020 0.353 2.151  0.2063
H8 -3.217 -0.574 3.615  0.1928
H9 -1.480 -2.303 2.436  0.2462
H10 -1.030 -1.033 3.429  0.2232
H11 -4.399 -2.246 2.676  0.3632
H12 -4.194 -1.392 1.124  0.3621


Record 8
Below is a 2-piece molecular cluster, C4H12N2S overall in a non-equilibrium geometry, with properties calculated with wB97M-V/def2-TZVPD.

Properties
HOMO energy (spin up / spin down) ... -0.330 / -0.286 Eh
HOMO-LUMO gap (spin up / spin down) ... 0.334 / 0.287 hartree

Last column: natural (NBO) charge in e.
Positions of all 19 atoms, in Å:
C1 0.665 1.258 -0.783  -0.6354
C2 1.205 0.502 1.478  -0.6257
C3 1.001 -1.134 -0.450  -0.6517
C4 0.506 0.091 0.127  -0.1103
N1 -1.318 -1.264 1.424  -0.9957
N2 -2.434 0.247 -1.610  -0.9049
S1 -1.354 0.050 0.656  0.8985
H1 0.539 0.918 -1.860  0.2263
H2 -0.047 2.032 -0.533  0.2238
H3 1.687 1.662 -0.709  0.2113
H4 0.905 -0.186 2.377  0.2314
H5 0.776 1.491 1.651  0.2089
H6 2.232 0.647 1.371  0.2140
H7 0.465 -1.608 -1.352  0.2203
H8 2.037 -0.950 -0.742  0.2221
H9 0.912 -1.903 0.277  0.2370
H10 -2.155 -1.443 2.006  0.3708
H11 -2.128 -0.706 -1.902  0.3248
H12 -3.495 0.295 -1.423  0.3342


Record 9
Below is one molecule with the formula C4H12N2S in a non-equilibrium geometry, with properties calculated with wB97M-V/def2-TZVPD.

Properties
HOMO energy ... -0.333 Eh
HOMO-LUMO gap ... 0.368 hartree

Last column: natural (NBO) charge in e.
Positions of all 19 atoms, in Å:
N1 -2.258 1.584 1.280  -0.8358
C1 -0.854 1.478 1.722  -0.2184
C2 -0.258 0.152 1.261  -0.2364
N2 0.278 0.304 -0.077  -0.6318
C3 0.828 -0.978 -0.577  -0.2496
C4 1.131 -0.843 -2.046  -0.4948
S1 1.846 -2.434 -2.671  -0.0643
H1 -2.562 2.547 1.257  0.3563
H2 -2.223 1.211 0.333  0.3551
H3 -0.282 2.340 1.362  0.1676
H4 -0.869 1.568 2.838  0.1852
H5 0.541 -0.240 1.933  0.1684
H6 -1.052 -0.596 1.311  0.2040
H7 1.072 0.929 -0.173  0.3539
H8 1.632 -1.375 0.072  0.1786
H9 0.121 -1.781 -0.274  0.1936
H10 1.985 -0.169 -2.149  0.2164
H11 0.248 -0.616 -2.633  0.2330
H12 0.675 -3.082 -2.767  0.1191


Record 10
Below is one molecule with the formula C4H12N2S in a non-equilibrium geometry, with properties calculated with wB97M-V/def2-TZVPD.

Properties
HOMO energy ... -0.314 Eh
HOMO-LUMO gap ... 0.350 hartree

Last column: natural (NBO) charge in e.
Positions of all 19 atoms, in Å:
N1 -2.692 0.651 1.329  -0.8220
C1 -2.366 0.632 -0.118  -0.2289
C2 -1.226 -0.308 -0.519  -0.2297
N2 0.005 0.045 0.210  -0.6645
C3 1.253 -0.069 -0.515  -0.2214
C4 2.418 -0.704 0.294  -0.5300
S1 4.023 -0.034 -0.186  -0.0349
H1 -2.118 1.351 1.789  0.3442
H2 -2.377 -0.228 1.725  0.3505
H3 -2.166 1.648 -0.462  0.1855
H4 -3.281 0.294 -0.617  0.1897
H5 -1.078 -0.180 -1.591  0.1893
H6 -1.538 -1.292 -0.150  0.1789
H7 -0.179 0.832 0.809  0.3622
H8 1.566 0.949 -0.758  0.1837
H9 1.049 -0.730 -1.347  0.1928
H10 2.342 -0.492 1.356  0.2248
H11 2.290 -1.773 0.154  0.2142
H12 4.076 -0.593 -1.403  0.1157


Record 11
Below is an isolated ion of composition C4H12N3 and charge +1 in a non-equilibrium geometry, with properties calculated with wB97M-V/def2-TZVPD.

Properties
HOMO energy ... -0.479 Eh
Charge ... +1
HOMO-LUMO gap ... 0.357 hartree

Last column: natural (NBO) charge in e.
Positions of all 19 atoms, in Å:
N1 1.468 2.283 -1.468  -0.8518
C1 0.755 1.824 -0.235  0.0056
C2 0.333 0.618 0.076  0.0754
N2 1.014 -0.557 -0.863  -0.8733
C3 -0.720 0.251 1.053  -0.4828
C4 -1.507 -1.152 0.672  -0.2228
N3 -0.591 -2.287 0.312  -0.7963
H1 2.327 2.798 -1.056  0.3814
H2 0.959 2.872 -2.014  0.3831
H3 0.665 2.642 0.545  0.1967
H4 1.990 -0.296 -0.694  0.4318
H5 0.515 -0.478 -1.721  0.4064
H6 -1.509 0.966 1.323  0.2744
H7 -0.393 0.085 2.120  0.2390
H8 -2.124 -0.993 -0.184  0.2116
H9 -2.258 -1.451 1.468  0.2365
H10 0.017 -2.575 1.211  0.4567
H11 -1.107 -2.941 -0.411  0.4711
H12 0.167 -1.608 -0.133  0.4571


Record 12
Below is an isolated ion of composition C4H12N3 and charge +1 in a non-equilibrium geometry, with properties calculated with wB97M-V/def2-TZVPD.

Properties
HOMO energy ... -0.485 Eh
Charge ... +1
HOMO-LUMO gap ... 0.349 hartree

Last column: natural (NBO) charge in e.
Positions of all 19 atoms, in Å:
C1 -2.512 -0.700 0.182  -0.6061
C2 -1.153 -0.039 0.511  -0.2234
N1 -0.541 0.448 -0.739  -0.6867
C3 0.545 1.425 -0.501  -0.0759
N2 1.489 0.836 0.432  -0.5384
C4 2.059 -0.361 0.434  0.4068
N3 2.032 -1.300 -0.469  -0.7079
H1 -2.394 -1.287 -0.767  0.2130
H2 -2.950 -1.231 0.934  0.2309
H3 -3.145 0.165 0.001  0.2097
H4 -0.503 -0.844 0.917  0.1660
H5 -1.286 0.741 1.349  0.1856
H6 -1.285 0.684 -1.430  0.4079
H7 -0.034 2.319 -0.072  0.2286
H8 1.201 1.680 -1.488  0.2239
H9 2.034 1.556 0.892  0.4384
H10 2.600 -0.585 1.308  0.2238
H11 1.301 -1.307 -1.213  0.4565
H12 2.540 -2.202 -0.279  0.4473